1.
Here is 3 unconnected molecules or ions with the total composition C31H61Br3F3N4O at a distorted geometry from OMol25. Energies are from ωB97M-V with the def2-TZVPD basis set.

Output
DFT total energy = -259418.006 eV
Total charge = +1
Gap between HOMO and LUMO = 6.9 eV
LUMO energy = -2.3127 eV

Geometry as XYZ:
```
103
C31H61Br3F3N4O ωB97M-V with the def2-TZVPD basis set
C -0.76 -1.53 1.68
O -1.87 -1.18 2.47
C -2.41 0.09 2.17
C -3.56 0.00 1.19
C -4.26 1.34 0.95
C -3.83 2.03 -0.34
C -2.33 2.29 -0.43
C -1.88 3.18 -1.58
C -0.35 3.27 -1.63
C 0.28 2.46 -2.78
C 0.79 1.11 -2.42
N 1.57 0.76 -1.38
C 2.21 1.61 -0.37
C 3.01 2.74 -1.01
C 3.95 3.41 0.01
F 3.94 2.71 1.19
Br 5.76 3.39 -0.67
C 3.50 4.86 0.32
F 3.68 5.63 -0.77
F 2.15 4.82 0.53
Br 4.35 5.63 1.86
C 1.75 -0.60 -1.40
C 1.10 -1.10 -2.47
N 0.52 -0.02 -3.09
C -0.25 -0.14 -4.32
C -1.74 -0.58 -4.17
C -2.69 0.42 -4.82
Br -2.26 -0.87 -2.33
H 0.13 -0.95 1.99
H -0.56 -2.58 1.84
H -0.93 -1.35 0.61
H -2.75 0.52 3.12
H -1.62 0.75 1.79
H -4.27 -0.74 1.58
H -3.19 -0.40 0.24
H -4.07 2.01 1.79
H -5.34 1.19 0.90
H -4.37 2.97 -0.46
H -4.10 1.37 -1.17
H -1.98 2.74 0.51
H -1.81 1.33 -0.52
H -2.32 4.17 -1.47
H -2.25 2.76 -2.52
H -0.02 4.31 -1.72
H 0.02 2.92 -0.67
H -0.49 2.32 -3.54
H 1.08 3.01 -3.27
H 2.87 0.96 0.18
H 1.47 2.00 0.32
H 3.60 2.35 -1.84
H 2.35 3.50 -1.42
H 2.35 -1.11 -0.66
H 1.02 -2.11 -2.82
H -0.22 0.81 -4.83
H 0.28 -0.86 -4.94
H -1.86 -1.55 -4.66
H -2.90 1.25 -4.14
H -2.27 0.80 -5.74
H -3.64 -0.06 -5.05
C -4.67 -4.07 8.09
C -5.17 -3.33 6.86
N -4.51 -2.05 6.68
C -5.17 -1.18 5.72
C -5.21 -1.64 4.25
C -3.06 -2.09 6.61
C -2.42 -2.96 5.53
H -4.74 -3.44 8.98
H -5.29 -4.96 8.26
H -3.64 -4.41 7.98
H -6.23 -3.12 6.98
H -5.07 -3.99 5.98
H -4.69 -0.20 5.77
H -6.20 -1.04 6.06
H -4.23 -1.58 3.78
H -5.90 -1.01 3.69
H -5.57 -2.67 4.16
H -2.68 -2.41 7.58
H -2.72 -1.05 6.49
H -2.85 -3.97 5.51
H -1.35 -3.08 5.74
H -2.51 -2.53 4.53
C 3.21 -1.51 -4.38
C 4.73 -1.51 -4.46
N 5.32 -0.32 -3.86
C 6.73 -0.14 -4.19
C 7.72 -1.19 -3.68
C 4.95 -0.06 -2.49
C 5.18 -1.16 -1.44
H 2.81 -0.58 -4.79
H 2.81 -2.35 -4.96
H 2.86 -1.62 -3.36
H 5.04 -1.52 -5.51
H 5.11 -2.45 -4.02
H 7.02 0.85 -3.83
H 6.80 -0.10 -5.28
H 7.89 -1.11 -2.60
H 8.69 -1.03 -4.16
H 7.40 -2.20 -3.90
H 3.88 0.19 -2.47
H 5.47 0.85 -2.18
H 4.82 -2.13 -1.78
H 4.65 -0.91 -0.52
H 6.24 -1.27 -1.18
```

Löwdin atomic charge list, values in e, 5 entries:
1. C -0.111
2. O -0.198
3. C -0.231
4. C -0.176
5. C -0.187

---

2.
Here is a gas-phase ion, C25H25N2O5S (charge +1) at a distorted geometry from OMol25. Energies are from ωB97M-V with the def2-TZVPD basis set.

Output
DFT total energy = -50378.447 eV
Total charge = +1
Gap between HOMO and LUMO = 7.6 eV
SMILES = COC(=O)c1c(NC(=O)[C@H]2COc3ccccc3O2)sc2c1CC[N@H+](Cc1ccccc1)C2
LUMO energy = -2.6926 eV

Geometry as XYZ:
```
58
C25H25N2O5S ωB97M-V with the def2-TZVPD basis set
C 1.09 2.19 -3.97
H 0.40 3.03 -3.88
H 1.04 1.75 -4.96
H 2.10 2.54 -3.75
O 0.72 1.15 -3.06
C 0.76 1.48 -1.76
O 1.10 2.57 -1.36
C 0.37 0.38 -0.87
C 0.39 0.56 0.50
N 0.74 1.69 1.16
C 0.71 1.71 2.52
O 0.39 0.72 3.14
C 1.11 3.02 3.16
O 1.41 3.95 2.15
C 2.08 5.07 2.62
C 2.16 6.18 1.79
C 2.79 7.33 2.23
C 3.34 7.38 3.50
C 3.28 6.27 4.33
C 2.66 5.11 3.89
O 2.64 4.02 4.73
C 2.33 2.82 4.08
H 2.12 2.07 4.85
H 3.18 2.49 3.46
H 3.71 6.28 5.32
H 3.82 8.28 3.85
H 2.85 8.19 1.58
H 1.71 6.12 0.81
H 0.27 3.37 3.78
H 1.00 2.51 0.60
S -0.08 -0.84 1.39
C -0.32 -1.69 -0.12
C -0.06 -0.93 -1.22
C -0.19 -1.50 -2.60
C -0.95 -2.82 -2.57
N -0.42 -3.69 -1.49
H 0.60 -3.67 -1.56
C -0.78 -3.11 -0.17
H -0.30 -3.69 0.63
H -1.86 -3.19 -0.04
C -0.85 -5.12 -1.61
C -2.35 -5.29 -1.52
C -2.95 -5.53 -0.29
C -4.32 -5.69 -0.20
C -5.10 -5.61 -1.34
C -4.51 -5.39 -2.57
C -3.14 -5.23 -2.66
H -2.69 -5.07 -3.63
H -5.12 -5.34 -3.46
H -6.17 -5.74 -1.27
H -4.78 -5.89 0.76
H -2.34 -5.62 0.60
H -0.49 -5.49 -2.57
H -0.36 -5.68 -0.81
H -0.84 -3.34 -3.52
H -2.01 -2.65 -2.38
H -0.72 -0.79 -3.24
H 0.80 -1.63 -3.04
```

Löwdin atomic charge list, values in e, 5 entries:
1. C -0.023
2. H 0.103
3. H 0.098
4. H 0.102
5. O -0.040

---

3.
Here is 7 unconnected molecules or ions with the total composition C86H184BN2O8P4 at a distorted geometry from OMol25. Energies are from ωB97M-V with the def2-TZVPD basis set.

Output
DFT total energy = -149323.875 eV
Total charge = +5
ΔE to the lowest compared entry with this formula, charge and spin = 0.0 kJ/mol
Gap between HOMO and LUMO = 8.1 eV
LUMO energy = -5.3307 eV

Geometry as XYZ:
```
285
C86H184BN2O8P4 ωB97M-V with the def2-TZVPD basis set
O 3.96 -15.56 12.17
C 3.21 -14.66 12.54
O 3.59 -13.37 12.78
B 2.40 -12.56 13.04
O 1.31 -13.45 12.66
C 1.61 -14.69 12.48
O 0.89 -15.74 12.23
O 2.44 -11.29 12.29
C 2.36 -10.30 13.06
O 2.41 -9.08 12.85
C 2.19 -10.84 14.52
O 2.29 -12.17 14.44
O 2.00 -10.19 15.55
C -2.45 0.87 12.63
C -0.99 1.45 12.62
C -0.82 2.48 11.53
C -1.68 3.77 11.64
N -1.52 4.76 10.39
C -2.35 6.07 10.54
C -3.36 6.03 9.42
C -2.80 5.18 8.27
C -2.25 4.11 9.14
C -0.08 5.12 10.03
H -3.21 1.59 12.92
H -2.48 0.12 13.42
H -2.82 0.43 11.70
H -0.30 0.61 12.51
H -0.71 1.93 13.56
H -1.02 1.96 10.59
H 0.24 2.70 11.40
H -1.33 4.42 12.44
H -2.77 3.69 11.69
H -1.69 6.94 10.47
H -2.86 6.05 11.51
H -3.38 7.09 9.16
H -4.40 5.79 9.63
H -2.13 5.81 7.69
H -3.53 4.75 7.59
H -1.51 3.51 8.60
H -3.08 3.54 9.55
H -0.14 5.78 9.17
H 0.41 4.15 9.96
H 0.35 5.60 10.91
C -7.42 -19.17 12.00
C -6.85 -17.79 12.25
C -6.81 -17.51 13.72
C -6.73 -16.05 13.97
N -6.95 -15.56 15.49
C -6.25 -14.18 15.73
C -4.81 -14.56 15.99
C -4.72 -16.10 16.24
C -6.14 -16.42 16.47
C -8.50 -15.35 15.80
H -8.49 -19.16 12.20
H -6.97 -19.87 12.71
H -7.31 -19.49 10.96
H -7.47 -17.05 11.74
H -5.88 -17.76 11.75
H -5.90 -17.96 14.11
H -7.70 -17.84 14.25
H -7.48 -15.46 13.45
H -5.78 -15.60 13.67
H -6.74 -13.73 16.59
H -6.47 -13.58 14.85
H -4.39 -13.86 16.72
H -4.27 -14.34 15.07
H -4.05 -16.28 17.08
H -4.32 -16.61 15.36
H -6.54 -16.12 17.44
H -6.32 -17.45 16.16
H -8.86 -14.72 14.99
H -8.66 -14.82 16.74
H -8.91 -16.36 15.71
C 9.58 -1.67 28.23
C 9.31 -3.23 28.20
C 7.86 -3.79 28.05
C 7.77 -5.28 27.60
P 6.00 -5.88 27.88
C 6.10 -6.64 29.61
C 6.71 -5.73 30.73
C 6.71 -6.37 32.14
C 5.33 -6.74 32.63
C 4.82 -4.41 27.80
C 4.61 -4.01 26.36
C 3.36 -3.19 26.09
C 3.22 -2.98 24.59
C 5.41 -7.20 26.77
C 3.95 -7.58 26.85
C 3.62 -8.77 25.97
C 3.55 -8.62 24.46
H 8.89 -1.08 28.83
H 9.51 -1.25 27.23
H 10.54 -1.58 28.75
H 9.60 -3.67 29.16
H 9.86 -3.70 27.39
H 7.47 -3.11 27.29
H 7.25 -3.62 28.94
H 8.36 -5.85 28.32
H 8.11 -5.46 26.57
H 6.73 -7.52 29.43
H 5.11 -7.01 29.86
H 6.14 -4.80 30.76
H 7.75 -5.46 30.56
H 7.12 -5.58 32.78
H 7.49 -7.12 32.22
H 4.65 -5.99 32.21
H 5.30 -6.79 33.72
H 4.86 -7.64 32.23
H 5.08 -3.53 28.38
H 3.92 -4.70 28.34
H 4.38 -4.95 25.86
H 5.51 -3.54 25.95
H 3.44 -2.22 26.58
H 2.49 -3.69 26.52
H 2.33 -2.37 24.45
H 2.98 -3.92 24.10
H 3.99 -2.58 23.94
H 6.08 -8.02 27.03
H 5.65 -6.92 25.74
H 3.31 -6.73 26.59
H 3.93 -7.72 27.93
H 2.59 -8.89 26.30
H 4.10 -9.67 26.36
H 4.45 -8.26 23.97
H 2.78 -7.93 24.11
H 3.29 -9.58 24.02
C 11.20 -13.12 5.34
C 12.36 -12.08 5.12
C 12.85 -11.82 3.69
C 14.17 -10.96 3.64
P 14.87 -10.86 1.95
C 13.61 -10.00 0.98
C 13.28 -8.55 1.32
C 12.20 -7.89 0.43
C 11.61 -6.55 0.89
C 16.45 -10.02 2.06
C 17.29 -10.19 0.80
C 18.55 -9.39 0.88
C 19.38 -9.71 -0.41
C 15.23 -12.57 1.38
C 15.93 -13.38 2.38
C 15.84 -14.88 1.99
C 16.71 -15.77 2.96
H 11.50 -14.17 5.42
H 10.56 -13.01 4.47
H 10.58 -12.83 6.19
H 13.18 -12.08 5.84
H 11.88 -11.17 5.48
H 12.09 -11.44 3.01
H 13.11 -12.75 3.19
H 14.92 -11.20 4.40
H 13.86 -9.94 3.85
H 12.69 -10.54 1.20
H 13.94 -10.07 -0.06
H 14.16 -7.96 1.09
H 12.96 -8.32 2.34
H 11.41 -8.60 0.18
H 12.61 -7.80 -0.58
H 11.13 -5.96 0.11
H 12.43 -5.89 1.19
H 10.90 -6.64 1.71
H 16.98 -10.53 2.86
H 16.29 -8.96 2.30
H 16.76 -9.83 -0.08
H 17.56 -11.24 0.69
H 19.05 -9.80 1.76
H 18.41 -8.31 0.98
H 20.26 -9.08 -0.52
H 18.82 -9.24 -1.21
H 19.45 -10.78 -0.61
H 15.61 -12.39 0.38
H 14.22 -12.95 1.22
H 15.61 -13.18 3.40
H 16.98 -13.09 2.44
H 16.07 -15.03 0.93
H 14.83 -15.29 1.98
H 17.76 -15.50 2.90
H 16.60 -16.79 2.61
H 16.32 -15.70 3.98
C 8.91 -20.43 11.91
C 8.87 -21.95 11.56
C 7.64 -22.46 10.79
C 7.74 -23.89 10.39
P 6.19 -24.42 9.60
C 5.05 -24.78 11.06
C 4.43 -23.58 11.89
C 3.02 -23.93 12.41
C 2.62 -22.94 13.56
C 6.45 -26.02 8.71
C 5.18 -26.82 8.36
C 5.62 -28.09 7.61
C 6.26 -27.76 6.26
C 5.39 -23.18 8.55
C 3.91 -23.38 8.36
C 3.27 -22.44 7.34
C 3.48 -20.92 7.67
H 8.87 -19.81 11.01
H 9.82 -20.08 12.40
H 8.06 -20.19 12.55
H 9.21 -22.54 12.40
H 9.73 -22.07 10.89
H 7.39 -21.79 9.96
H 6.76 -22.33 11.42
H 7.89 -24.46 11.31
H 8.66 -24.01 9.81
H 5.49 -25.54 11.70
H 4.20 -25.22 10.55
H 4.53 -22.65 11.32
H 5.03 -23.41 12.78
H 2.99 -24.95 12.77
H 2.32 -23.93 11.58
H 3.25 -22.90 14.44
H 1.55 -23.00 13.79
H 2.62 -21.94 13.12
H 7.14 -26.58 9.34
H 7.01 -25.67 7.84
H 4.46 -26.16 7.86
H 4.67 -27.16 9.26
H 4.64 -28.51 7.35
H 6.17 -28.87 8.14
H 6.44 -28.63 5.62
H 7.17 -27.17 6.34
H 5.57 -27.20 5.64
H 5.90 -23.18 7.59
H 5.58 -22.19 8.97
H 3.48 -23.28 9.36
H 3.58 -24.39 8.13
H 2.21 -22.67 7.23
H 3.66 -22.69 6.36
H 3.65 -20.42 6.72
H 4.32 -20.71 8.32
H 2.53 -20.53 8.03
C 8.67 -8.25 12.12
C 9.26 -6.82 11.64
C 8.26 -5.68 11.24
C 8.97 -4.39 10.76
P 7.93 -3.24 9.79
C 6.79 -4.16 8.69
C 7.48 -5.05 7.63
C 6.47 -5.48 6.50
C 5.47 -6.52 7.02
C 9.04 -2.22 8.78
C 8.37 -1.14 7.85
C 9.36 -0.55 6.84
C 8.63 0.13 5.68
C 6.99 -2.13 10.96
C 7.92 -1.35 11.94
C 7.53 -1.40 13.45
C 7.66 -2.87 13.96
H 7.68 -8.19 12.55
H 9.50 -8.64 12.70
H 8.54 -8.92 11.26
H 9.89 -7.08 10.79
H 9.93 -6.45 12.41
H 7.67 -5.43 12.12
H 7.43 -6.06 10.64
H 9.82 -4.61 10.11
H 9.20 -3.76 11.62
H 6.17 -3.44 8.16
H 6.10 -4.62 9.39
H 7.92 -5.93 8.10
H 8.23 -4.47 7.09
H 7.01 -5.69 5.58
H 5.94 -4.54 6.33
H 4.55 -6.59 6.43
H 5.24 -6.26 8.05
H 5.91 -7.52 7.06
H 9.55 -2.83 8.03
H 9.72 -1.81 9.54
H 7.93 -0.30 8.40
H 7.61 -1.62 7.23
H 10.16 -1.25 6.59
H 9.87 0.22 7.41
H 7.85 0.81 6.00
H 8.01 -0.58 5.14
H 9.34 0.64 5.02
H 6.26 -2.83 11.39
H 6.40 -1.60 10.21
H 7.89 -0.30 11.67
H 8.97 -1.62 11.90
H 6.56 -0.98 13.70
H 8.24 -0.83 14.04
H 7.08 -3.64 13.44
H 7.42 -2.91 15.02
H 8.69 -3.22 13.87
```

Löwdin atomic charge list, values in e, 5 entries:
1. O 0.101
2. C -0.307
3. O 0.211
4. B -0.906
5. O 0.241

---

Q: Which of these has the highest DFT total energy?
A: C25H25N2O5S